C24H61N4O13 | the ωB97M-V functional and the def2-TZVPD basis

Last columns: bonded neighbours and bond lengths (Å).
Positions of all 102 atoms, in Å:
1 C -1.864 -3.749 6.939  C2 1.359, H24 1.085, H25 1.088
2 C -2.976 -3.193 6.391  C1 1.359, C3 1.480, H26 1.088
3 C -2.828 -2.386 5.159  C2 1.480, O4 1.211, O5 1.341
4 O -2.220 -1.342 5.080  C3 1.211
5 O -3.415 -2.962 4.100  C3 1.341, C6 1.433
6 C -2.585 -3.000 2.932  O5 1.433, C7 1.534, H27 1.091, H28 1.088
7 C -2.796 -1.798 2.003  C6 1.534, C8 1.529, H29 1.088, H30 1.093
8 C -3.214 -2.198 0.588  C7 1.529, C9 1.536, H31 1.091, H32 1.087
9 C -2.164 -3.046 -0.145  C8 1.536, C10 1.539, H33 1.092, H34 1.091
10 C -1.289 -2.261 -1.138  C9 1.539, C11 1.519, H35 1.093, H36 1.088
11 C 0.074 -1.850 -0.611  C10 1.519, N12 1.460, H37 1.091, H38 1.098
12 N 0.768 -2.956 0.044  C11 1.460, C13 1.322, H39 1.007
13 C 1.705 -2.770 0.957  N12 1.322, N14 1.344, N23 1.346
14 N 2.355 -3.752 1.606  C13 1.344, C15 1.319
15 C 3.176 -3.127 2.428  N14 1.319, N16 1.326, H40 1.078
16 N 3.090 -1.808 2.321  C15 1.326, C17 1.473, N23 1.367
17 C 3.856 -0.809 3.086  N16 1.473, C18 1.514, H41 1.090, H42 1.086
18 C 3.511 0.595 2.639  C17 1.514, O19 1.440, H43 1.089, H44 1.089
19 O 2.096 0.855 2.583  C18 1.440, C20 1.382
20 C 1.436 0.550 3.758  O19 1.382, C21 1.488, O22 1.197
21 C 0.031 0.109 3.542  C20 1.488, H45 1.089, H46 1.083, H47 1.092
22 O 1.966 0.669 4.825  C20 1.197
23 N 2.143 -1.565 1.366  C13 1.346, N16 1.367, H48 1.014
24 H -1.751 -4.821 7.068  C1 1.085
25 H -1.032 -3.136 7.279  C1 1.088
26 H -3.953 -3.278 6.862  C2 1.088
27 H -1.534 -3.069 3.217  C6 1.091
28 H -2.843 -3.912 2.397  C6 1.088
29 H -3.570 -1.163 2.429  C7 1.088
30 H -1.873 -1.217 1.931  C7 1.093
31 H -4.147 -2.757 0.670  C8 1.091
32 H -3.469 -1.316 0.006  C8 1.087
33 H -1.578 -3.622 0.574  C9 1.092
34 H -2.718 -3.778 -0.734  C9 1.091
35 H -1.143 -2.876 -2.030  C10 1.093
36 H -1.854 -1.395 -1.478  C10 1.088
37 H 0.696 -1.377 -1.372  C11 1.091
38 H -0.092 -1.092 0.166  C11 1.098
39 H 0.525 -3.902 -0.203  N12 1.007
40 H 3.839 -3.630 3.113  C15 1.078
41 H 4.909 -0.979 2.863  C17 1.090
42 H 3.740 -0.952 4.157  C17 1.086
43 H 3.952 1.292 3.351  C18 1.089
44 H 3.994 0.779 1.682  C18 1.089
45 H -0.006 -0.764 2.892  C21 1.089
46 H -0.465 -0.083 4.485  C21 1.083
47 H -0.502 0.898 3.006  C21 1.092
48 H 1.896 -0.626 1.072  N23 1.014
49 C 3.218 2.163 -1.195  O50 1.433, H51 1.085, H52 1.089, H53 1.091
50 O 2.473 1.205 -0.434  C49 1.433, H54 0.962
51 H 3.330 1.787 -2.207  C49 1.085
52 H 2.693 3.117 -1.227  C49 1.089
53 H 4.204 2.297 -0.747  C49 1.091
54 H 2.387 1.563 0.455  O50 0.962
55 C -5.505 1.215 -0.751  O56 1.430, H57 1.086, H58 1.089, H59 1.093
56 O -5.461 -0.178 -0.429  C55 1.430, H60 0.961
57 H -4.490 1.544 -0.954  C55 1.086
58 H -6.112 1.381 -1.639  C55 1.089
59 H -5.912 1.790 0.085  C55 1.093
60 H -6.361 -0.462 -0.246  O56 0.961
61 C 4.243 5.496 -2.124  O62 1.425, H63 1.088, H64 1.093, H65 1.092
62 O 3.201 4.879 -2.875  C61 1.425, H66 0.962
63 H 4.306 4.983 -1.167  C61 1.088
64 H 5.204 5.409 -2.637  C61 1.093
65 H 4.029 6.552 -1.944  C61 1.092
66 H 3.147 5.333 -3.721  O62 0.962
67 C -3.368 2.134 -4.059  O68 1.424, H69 1.086, H70 1.095, H71 1.091
68 O -4.721 1.803 -3.761  C67 1.424, H72 0.963
69 H -3.247 3.211 -3.992  C67 1.086
70 H -2.698 1.652 -3.338  C67 1.095
71 H -3.114 1.815 -5.071  C67 1.091
72 H -4.799 0.846 -3.828  O68 0.963
73 C -6.837 -3.631 -0.987  O74 1.423, H75 1.089, H76 1.093, H77 1.093
74 O -6.279 -3.775 0.315  C73 1.423, H78 0.962
75 H -6.268 -2.856 -1.498  C73 1.089
76 H -6.765 -4.562 -1.555  C73 1.093
77 H -7.886 -3.326 -0.936  C73 1.093
78 H -6.776 -4.456 0.777  O74 0.962
79 C -0.719 5.100 -5.689  O80 1.424, H81 1.087, H82 1.093, H83 1.093
80 O -0.833 3.698 -5.467  C79 1.424, H84 0.961
81 H -1.204 5.320 -6.637  C79 1.087
82 H -1.214 5.668 -4.898  C79 1.093
83 H 0.329 5.407 -5.749  C79 1.093
84 H -0.403 3.504 -4.629  O80 0.961
85 C 7.063 1.130 -0.365  O86 1.435, H87 1.085, H88 1.089, H89 1.091
86 O 5.835 0.600 0.154  C85 1.435, H90 0.961
87 H 6.946 2.203 -0.468  C85 1.085
88 H 7.889 0.931 0.317  C85 1.089
89 H 7.282 0.698 -1.343  C85 1.091
90 H 5.943 -0.351 0.244  O86 0.961
91 C -4.317 -1.713 -5.622  O92 1.432, H93 1.086, H94 1.092, H95 1.093
92 O -3.775 -1.838 -4.302  C91 1.432, H96 0.961
93 H -3.748 -0.955 -6.154  C91 1.086
94 H -4.238 -2.663 -6.153  C91 1.092
95 H -5.364 -1.408 -5.566  C91 1.093
96 H -4.292 -2.511 -3.851  O92 0.961
97 C 8.278 4.688 0.499  O98 1.423, H99 1.088, H100 1.094, H101 1.092
98 O 9.142 3.568 0.653  C97 1.423, H102 0.961
99 H 7.829 4.621 -0.490  C97 1.088
100 H 7.483 4.683 1.250  C97 1.094
101 H 8.830 5.628 0.570  C97 1.092
102 H 9.542 3.629 1.525  O98 0.961

Its largest force on an atom is 2.65 eV/Å. The HOMO-LUMO gap comes out at 0.304 hartree. Its total charge is +1. For the HOMO energy, the calculation gives -10.490 eV. The value obtained for the energy above the lowest of the compared OMol25 structures with the same formula, charge and spin is 0.0000 eV.

Atom charges from the Löwdin analysis, given in e for atoms 1 to 5: atom 1 (C): 0.05, atom 2 (C): -0.05, atom 3 (C): -0.50, atom 4 (O): 0.10, atom 5 (O): 0.01